Run 1
The molecule C4H3N3, computed with ωB97M-V/def2-TZVPD.

XYZ file:
```
10
Properties=species:S:1:pos:R:3:lowdin_charge:R:1
C 1.58912 -0.14968 -0.92195 -0.20
C 0.66742 -1.21612 -0.56385 -0.13
C -0.29818 2.49538 1.05108 0.02
C -1.07079 0.09543 0.44415 -0.28
N 2.50198 0.53529 -1.05151 0.17
N -0.44087 -1.04580 0.00531 0.04
N -0.56230 1.46369 0.56599 -0.05
H 1.18816 -2.11675 -0.90691 0.12
H -2.15863 0.24675 -0.01447 0.18
H -1.41592 -0.30820 1.39215 0.13
```

Properties
* HOMO-LUMO gap: 10.81 eV
* HOMO energy: -0.4136 Ha

=====

Run 2
The molecule C4H3N3, computed with ωB97M-V/def2-TZVPD.

XYZ file:
```
10
Properties=species:S:1:pos:R:3:lowdin_charge:R:1
N -2.97840 -0.34161 0.43204 0.10
C -1.83260 -0.61549 -0.20829 -0.15
C -0.41946 -0.97446 -0.31942 -0.12
C 0.45539 -0.00619 -0.08352 -0.37
N 0.07426 1.37510 0.03112 0.11
C 1.83608 -0.36333 0.20508 -0.14
N 2.99797 -0.66156 0.18416 0.17
H -0.15366 -2.04383 0.12257 0.17
H -0.88412 1.60605 -0.21161 0.08
H 0.90454 2.02532 -0.15215 0.14
```

Properties
* HOMO-LUMO gap: 8.92 eV
* HOMO energy: -0.3586 Ha
* SMILES: N#C/C=C(\N)C#N

=====

Run 3
The molecule C4H3N3, computed with ωB97M-V/def2-TZVPD.

XYZ file:
```
10
Properties=species:S:1:pos:R:3:lowdin_charge:R:1
N 2.94356 0.00045 -0.05390 0.14
C 1.79048 -0.03459 -0.01698 -0.19
C 0.35668 0.02856 0.10578 -0.21
C -0.54283 1.15490 0.01430 -0.08
N -1.77932 0.70345 -0.04958 0.03
N -1.70789 -0.61337 -0.02773 -0.02
C -0.46948 -1.09038 0.05733 -0.04
H -0.29231 2.19228 0.09954 0.11
H -2.57801 -1.07884 -0.13726 0.15
H -0.13318 -2.09805 -0.00636 0.13
```

Properties
* HOMO-LUMO gap: 10.63 eV
* HOMO energy: -0.3657 Ha
* SMILES: N#Cc1cn[nH]c1

=====

So which one wins? Going from most stable to least: run 3, run 1, run 2.

=====

Run 1
A cluster of 2 separate species, C4H12O2 in total, computed with ωB97M-V/def2-TZVPD.

XYZ file:
```
18
Properties=species:S:1:pos:R:3:lowdin_charge:R:1
C -1.68088 -0.95279 2.52257 -0.10
C -0.42543 -1.03941 1.64223 -0.22
C -0.43009 -0.06509 0.47300 -0.45
C 0.96225 0.36215 -0.02896 -0.04
O -1.19150 -0.57347 -0.61209 -0.04
H -1.76001 -0.06807 3.14038 0.07
H -2.57674 -1.12348 1.92603 0.07
H -1.66371 -1.82269 3.19168 0.07
H -0.30388 -2.05338 1.27460 0.11
H 0.41190 -0.79493 2.29005 0.10
H -0.90400 0.86429 0.80351 0.13
H 1.05644 1.42227 -0.23527 0.07
H 1.21974 -0.22909 -0.90065 0.07
H 1.69691 0.05303 0.72657 0.07
H -1.60664 -1.39511 -0.33942 0.08
O 2.25452 2.67289 -4.99299 -0.07
H 1.85274 2.54301 -5.86895 0.04
H 3.08840 2.19988 -5.01231 0.03
```

Properties
* HOMO-LUMO gap: 10.99 eV
* HOMO energy: -0.3661 Ha
* SMILES: CC[C@@H](C)O.O

=====

Run 2
A cluster of 2 separate species, C4H12O2 in total, computed with ωB97M-V/def2-TZVPD.

XYZ file:
```
18
Properties=species:S:1:pos:R:3:lowdin_charge:R:1
C 0.52587 0.37045 2.05546 -0.11
C -0.09145 1.05786 0.75738 -0.21
C -0.92454 -0.11156 0.08797 -0.21
C -0.92020 0.05817 -1.47762 -0.33
O -2.14840 -0.30742 -2.03486 -0.13
H -0.25513 0.08093 2.72086 0.07
H 1.06797 1.13776 2.43034 0.02
H 1.21808 -0.42376 1.88255 0.06
H -0.82764 1.84342 1.02287 0.11
H 0.78508 1.35275 0.04895 0.12
H -0.63860 -1.22872 0.31525 0.15
H -1.97996 0.09852 0.34506 0.10
H -0.17519 -0.69242 -1.80158 0.09
H -0.71179 1.01340 -2.06318 0.14
H -2.62781 -0.96368 -1.35464 0.15
O 2.75213 -1.48147 -0.97454 -0.04
H 1.82036 -1.13565 -1.14275 0.05
H 3.13124 -0.66859 -0.81752 -0.02
```

Properties
* HOMO-LUMO gap: 10.74 eV
* HOMO energy: -0.3641 Ha
* SMILES: CCCCO.O

=====

So which one wins? Going from most stable to least: run 1, run 2.

=====

Run 1
A cluster of 2 separate species, C4H12O2 in total, computed with ωB97M-V/def2-TZVPD.

XYZ file:
```
18
Properties=species:S:1:pos:R:3:lowdin_charge:R:1
C 1.31239 -1.91289 0.25026 -0.10
C 1.80856 -0.95157 -0.76831 -0.32
O 0.80394 -0.81575 -1.76829 -0.10
H 0.71095 -2.72098 -0.16178 0.08
H 0.58296 -1.53543 0.97821 0.06
H 2.14545 -2.35245 0.82536 0.08
H 2.11906 0.04207 -0.41298 0.11
H 2.70536 -1.32673 -1.28859 0.11
H 0.34401 0.01931 -1.86359 0.05
C -0.77376 1.37658 1.24522 -0.08
C -1.83396 1.51100 0.13979 -0.27
O -1.45027 0.52428 -0.83834 -0.09
H -0.84953 0.42184 1.75207 0.07
H -0.96952 2.04886 2.08263 0.07
H 0.17579 1.71751 0.84977 0.07
H -2.86144 1.40469 0.47664 0.11
H -1.76941 2.49618 -0.33510 0.11
H -2.20057 0.05349 -1.16295 0.07
```

Properties
* HOMO-LUMO gap: 10.49 eV
* HOMO energy: -0.3543 Ha
* SMILES: CCO.CCO

=====

Run 2
A cluster of 2 separate species, C4H12O2 in total, computed with ωB97M-V/def2-TZVPD.

XYZ file:
```
18
Properties=species:S:1:pos:R:3:lowdin_charge:R:1
C 29.99466 29.05725 -7.93545 -0.09
C 29.17936 27.77536 -8.22746 -0.29
O 28.21112 27.84753 -9.33461 -0.09
H 29.24419 29.84437 -7.86242 0.07
H 30.64919 29.40174 -8.73609 0.06
H 30.75123 28.87086 -7.17325 0.07
H 28.71159 27.33893 -7.34496 0.10
H 29.93483 27.03059 -8.47785 0.09
H 27.35633 27.63724 -8.95157 0.07
C 31.56160 28.93829 -13.02826 -0.07
C 30.63959 30.20064 -13.19648 -0.35
O 29.32107 29.83092 -13.26456 -0.06
H 31.15574 28.10871 -12.44931 0.06
H 32.53574 29.26005 -12.66000 0.06
H 31.71411 28.45930 -13.99542 0.06
H 30.95093 30.83291 -14.02799 0.11
H 30.77001 30.90989 -12.37913 0.10
H 29.24439 29.20091 -12.54428 0.08
```

Properties
* HOMO-LUMO gap: 10.73 eV
* HOMO energy: -0.3649 Ha
* SMILES: CCO.CCO

=====

Run 3
A cluster of 2 separate species, C4H12O2 in total, computed with ωB97M-V/def2-TZVPD.

XYZ file:
```
18
Properties=species:S:1:pos:R:3:lowdin_charge:R:1
C 3.53750 1.94978 -1.10001 -0.15
C 2.78407 3.33490 -1.10348 -0.28
O 3.47087 4.02921 -2.21704 -0.11
H 3.53130 1.46535 -2.15498 0.09
H 3.08389 1.19625 -0.28437 0.10
H 4.61307 2.12708 -0.85845 0.06
H 1.81946 2.83581 -1.45648 0.11
H 2.91074 4.03146 -0.19123 0.14
H 3.50660 4.85803 -1.81096 0.02
C -2.30305 -2.82191 1.47394 -0.11
C -3.80269 -2.51010 1.28295 -0.31
O -4.25378 -3.07622 0.01672 -0.15
H -2.28937 -3.78572 2.11870 0.08
H -1.74961 -2.04740 2.20460 0.11
H -1.73557 -3.03189 0.59908 0.04
H -4.55994 -3.05588 2.00149 0.13
H -4.01849 -1.45891 1.41304 0.09
H -4.54500 -4.03984 0.06649 0.11
```

Properties
* HOMO-LUMO gap: 11.00 eV
* HOMO energy: -0.3709 Ha
* SMILES: CCO.CCO

=====

Run 4
A cluster of 3 separate species, C4H12O2 in total, computed with ωB97M-V/def2-TZVPD.

XYZ file:
```
18
Properties=species:S:1:pos:R:3:lowdin_charge:R:1
C -1.55741 1.09725 -2.02478 -0.02
C -0.82409 1.68072 -1.05546 -0.20
C -1.40368 1.69279 0.36035 -0.25
C -0.18170 1.64278 1.30500 -0.11
H -1.17176 0.65632 -2.93385 0.04
H -2.54403 0.76790 -1.71630 0.05
H 0.10544 2.11149 -1.40398 0.09
H -1.99367 0.78185 0.44098 0.10
H -2.07905 2.52394 0.54712 0.10
H 0.61091 1.02366 0.89458 0.05
H -0.38453 1.13938 2.25804 0.07
H 0.10311 2.66391 1.54535 0.07
O 2.23816 0.43892 -1.49704 -0.05
H 2.18877 0.09478 -2.39164 0.04
H 1.91981 -0.21631 -0.89160 0.02
O 1.67156 -5.83270 2.56155 -0.07
H 1.13050 -6.57158 2.26382 0.03
H 2.17164 -5.69510 1.73788 0.04
```

Properties
* HOMO-LUMO gap: 9.99 eV
* HOMO energy: -0.3403 Ha
* SMILES: C=CCC.O.O

=====

So which one wins? Going from most stable to least: run 1, run 2, run 4, run 3.